Computed, not measured: a molecular structure, C61H85FN3NbO3PSi in a non-equilibrium geometry, with ωB97M-V/def2-TZVPD.

Each line ends with the Mulliken charge.
Positions of all 156 atoms, in Å:
C 4.04967 3.12271 -0.43079  -0.970
C 5.11183 2.37081 -1.37612  -0.387
N 5.86346 1.25516 -0.71543  0.201
C 4.89615 0.12886 -0.58624  -0.558
C 5.31017 -0.97161 -1.72534  -0.756
Nb 3.57107 -2.24721 -2.44841  -0.348
F 2.40169 -0.51975 -2.73670  -0.733
C 2.78229 -2.61530 -0.34226  0.448
C 2.90831 -4.17650 0.14357  -0.645
C 1.50964 -4.96462 0.11686  0.028
C 0.65759 -4.80054 1.49625  -0.960
C 0.04097 -3.33186 1.68708  -0.587
C -1.09835 -2.97007 0.58337  0.558
C -2.37985 -2.40895 1.41925  -0.951
C -3.60676 -2.02233 0.44368  -0.337
Si -4.12961 -0.18430 0.57590  -0.008
C -2.69677 1.02847 0.96258  -0.961
C -5.45577 -0.03926 1.97875  -1.022
C -4.83258 0.32680 -1.14413  0.669
C -5.27406 -0.71452 -2.24138  -0.208
C -5.82903 -0.22299 -3.60935  -0.519
C -5.98121 1.30191 -3.90038  -0.343
C -5.58879 2.36376 -2.82129  -0.502
C -5.00047 1.85046 -1.45687  -0.354
C 1.80040 -3.45368 -3.33145  -0.970
C 0.36729 -2.85452 -2.88365  0.971
C -0.51290 -2.32198 -4.13916  0.312
N -1.38107 -1.14785 -3.88376  -0.661
O -0.48713 -2.89519 -5.26055  -0.530
P 4.44936 -1.90824 -4.87224  0.299
N 6.14561 -2.50497 -4.90557  -0.726
O 4.53299 -0.22508 -5.24793  -0.548
C 6.49336 1.65720 0.52799  0.535
C 7.22518 3.10984 0.52170  -0.878
O 6.58622 1.00170 1.59642  -0.623
H 3.03401 3.15522 -0.98480  0.324
H 3.86771 2.62801 0.58038  0.292
H 4.31604 4.23537 -0.25438  0.262
H 4.51714 1.95115 -2.27154  0.257
H 5.80503 3.18073 -1.81508  0.283
H 4.91284 -0.43570 0.40009  0.463
H 3.80466 0.39867 -0.81363  0.224
H 5.77453 -0.42781 -2.63881  0.182
H 6.14677 -1.64526 -1.30306  0.234
H 4.57828 -3.76918 -2.40881  0.044
H 1.65508 -2.37162 -0.30484  -0.448
H 3.31669 -1.96168 0.45040  0.308
H 3.23387 -4.12208 1.25513  0.288
H 3.73753 -4.74546 -0.39462  0.269
H 0.90278 -4.66612 -0.80300  -0.216
H 1.71172 -6.09838 0.03471  0.316
H 1.30389 -5.09955 2.40114  0.362
H -0.24461 -5.52643 1.45014  0.326
H 0.85290 -2.51248 1.73568  0.229
H -0.47472 -3.30936 2.71698  0.481
H -0.74842 -2.14485 -0.12997  -0.255
H -1.45005 -3.91120 0.03136  0.115
H -2.75701 -3.24361 2.11905  0.250
H -2.04983 -1.55109 2.10832  0.322
H -4.49758 -2.71400 0.70636  0.422
H -3.32882 -2.22061 -0.65390  0.189
H -2.97610 2.03837 0.49487  0.332
H -1.75956 0.61721 0.45451  0.222
H -2.52621 1.21154 2.07605  0.295
H -5.89604 1.02470 2.06295  0.332
H -5.00720 -0.25594 3.02492  0.202
H -6.28159 -0.82892 1.83943  0.325
H -5.17375 -1.84046 -2.02377  0.323
H -6.14362 -0.92665 -4.44706  0.290
H -6.37239 1.71307 -4.88444  0.300
H -5.73708 3.47313 -3.04629  0.301
H -4.73799 2.68046 -0.71019  0.137
H 1.90366 -4.55975 -3.04107  -0.049
H 1.89052 -3.32746 -4.47738  0.574
H -0.29259 -3.66902 -2.39258  0.036
H 0.43292 -2.00287 -2.12749  -0.307
H -0.87155 -0.53775 -3.21474  0.362
H -2.22849 -1.44956 -3.36661  0.233
H 6.71115 -2.02787 -4.17904  0.287
H 6.15520 -3.51812 -4.72355  0.279
H 5.37381 0.15027 -4.89491  0.306
H 7.50779 3.40531 -0.55942  0.188
H 8.23386 2.99804 1.06808  0.353
H 6.61382 3.91403 1.04765  0.208
C 9.15190 6.21008 -0.55242  -0.273
C 10.15669 6.58636 0.33337  -0.537
C 11.48390 6.59980 -0.08397  -0.445
C 11.80553 6.24593 -1.39119  -0.432
C 10.80016 5.87314 -2.27793  -0.488
C 9.47388 5.85096 -1.85783  -0.408
H 8.11745 6.19637 -0.22574  0.407
H 9.90512 6.86867 1.35049  0.354
H 12.26798 6.88687 0.60901  0.419
H 12.84003 6.26090 -1.71833  0.658
H 11.05082 5.59869 -3.29757  0.381
H 8.69092 5.55500 -2.54780  0.378
C -8.75951 -1.60625 5.17237  -0.458
C -8.04033 -0.49431 4.74588  -0.564
C -6.88088 -0.11589 5.41550  -0.286
C -6.43495 -0.85603 6.50651  -0.555
C -7.15231 -1.97045 6.93077  -0.385
C -8.31683 -2.34337 6.26682  -0.421
H -9.66549 -1.89895 4.65185  0.462
H -8.38443 0.07865 3.89083  0.662
H -6.32397 0.75518 5.08674  0.433
H -5.52822 -0.56399 7.02570  0.363
H -6.80359 -2.54842 7.78047  0.357
H -8.87888 -3.20894 6.60105  0.402
C 15.25503 10.68921 -3.51580  -0.400
C 15.44264 10.88604 -2.15125  -0.319
C 14.68155 10.16919 -1.23308  -0.534
C 13.73893 9.24766 -1.67991  -0.037
C 13.55396 9.04825 -3.04428  -0.265
C 14.30861 9.77176 -3.96262  -0.425
H 15.84625 11.25075 -4.23158  0.348
H 16.18236 11.59957 -1.80293  0.352
H 14.82332 10.32764 -0.16927  0.363
H 13.14893 8.68535 -0.96445  0.178
H 12.81989 8.32850 -3.39221  0.364
H 14.16027 9.61998 -5.02637  0.364
C -11.04463 2.01998 5.59960  -0.430
C -9.87449 2.63970 5.17290  -0.098
C -9.89220 3.97991 4.79934  -0.549
C -11.07952 4.70355 4.86191  -0.339
C -12.24914 4.08465 5.29218  -0.408
C -12.23312 2.74190 5.65701  -0.397
H -11.03062 0.97374 5.88765  0.396
H -8.94795 2.07724 5.13086  0.368
H -8.98091 4.46099 4.46033  0.365
H -11.09262 5.74985 4.57527  0.356
H -13.17449 4.64940 5.34243  0.350
H -13.14623 2.25824 5.98722  0.367
C -13.29140 -3.66985 2.71423  -0.393
C -12.53699 -2.68776 3.34835  -0.396
C -12.63061 -2.51894 4.72629  -0.032
C -13.47200 -3.33935 5.47199  -0.629
C -14.22361 -4.32388 4.83826  -0.283
C -14.13690 -4.48666 3.45906  -0.421
H -13.22071 -3.79901 1.63939  0.358
H -11.87578 -2.05252 2.76775  0.393
H -12.04721 -1.74860 5.21965  0.360
H -13.54136 -3.21096 6.54707  0.358
H -14.87840 -4.96461 5.41998  0.355
H -14.72709 -5.25071 2.96462  0.351
C 3.11501 -9.24052 -4.87268  -0.323
C 3.29917 -7.96004 -5.38581  -0.449
C 2.31620 -6.99106 -5.21009  -0.378
C 1.15244 -7.29965 -4.51231  -0.295
C 0.96978 -8.57892 -3.99592  -0.461
C 1.94879 -9.55088 -4.17954  -0.317
H 3.88042 -9.99692 -5.01280  0.348
H 4.20969 -7.71724 -5.92397  0.368
H 2.45699 -5.99481 -5.61570  0.408
H 0.38842 -6.54225 -4.37131  0.394
H 0.06274 -8.81889 -3.45026  0.353
H 1.80367 -10.54971 -3.78147  0.350

Results
- E_tot: -3552.7226 Ha
- Kohn-Sham gap: 0.197 Eh
- Strongest force on any atom: 4.688 eV/A
- E_HOMO: -3.73 eV
- 2S+1: 1
- Total charge: -1